# 1
A molecular structure, C51H45F3GeN8O2PS4Tl, computed with ωB97M-V/def2-TZVPD.

The geometry in XYZ format:
```
116
C51H45F3GeN8O2PS4Tl ωB97M-V/def2-TZVPD
Tl 0.0579 0.0780 -0.3977
S 1.7530 1.8935 -1.8282
C 3.0633 1.1328 -1.0399
S 2.7191 0.0851 0.2870
C 4.3924 1.3895 -1.4081
C 4.7277 2.2996 -2.4614
N 5.0531 3.0370 -3.2898
C 5.5082 0.8210 -0.7121
N 6.4380 0.4157 -0.1573
C -4.2975 2.5318 2.5698
N -3.4639 2.9564 1.4498
C -2.6117 4.0775 1.7843
C -2.8680 1.9539 0.6711
N -1.6373 1.8935 0.3730
N -3.8364 1.0901 0.1443
C -3.6391 -0.2005 -0.3822
N -4.7542 -0.6615 -1.0872
N -2.5832 -0.8264 -0.1335
H -4.9876 3.3334 2.8347
H -3.6901 2.2963 3.4539
H -4.8706 1.6459 2.3142
H -3.2388 4.9080 2.1107
H -2.0469 4.3943 0.9091
H -1.9077 3.8356 2.5889
H -1.0487 2.5658 0.8522
H -4.7516 1.4872 0.0602
H -5.3002 0.0545 -1.5415
H -4.5089 -1.3984 -1.7316
H -2.4620 -1.7492 -0.5525
N -0.4181 -2.5108 1.3265
C -0.0918 -1.3116 1.3772
H -0.3548 -2.9835 2.2254
S 1.8266 -5.2462 -3.4759
P 0.1410 -4.4527 -2.8157
S 0.0327 -2.6108 -2.1020
C -1.1153 -4.5692 -4.1770
C -1.8073 -3.4468 -4.6213
C -2.6612 -3.5317 -5.7206
C -2.8296 -4.7399 -6.3814
C -2.1422 -5.8675 -5.9404
C -1.2884 -5.7801 -4.8493
C -0.6316 -5.5804 -1.5733
C 0.0657 -6.6542 -1.0346
C -0.5282 -7.4676 -0.0712
C -1.8232 -7.2108 0.3583
C -2.5241 -6.1333 -0.1743
C -1.9276 -5.3228 -1.1291
H -1.6528 -2.5055 -4.0998
H -3.1852 -2.6465 -6.0657
H -3.4860 -4.8048 -7.2425
H -2.2603 -6.8117 -6.4611
H -0.7265 -6.6472 -4.5191
H 1.0739 -6.8408 -1.3863
H 0.0224 -8.3056 0.3417
H -2.2851 -7.8425 1.1088
H -3.5336 -5.9249 0.1619
H -2.4608 -4.4682 -1.5342
O 0.2939 -0.8535 2.7044
C 0.4946 0.4197 3.0248
O 0.2821 1.3808 2.3308
C 1.0419 0.4962 4.4336
C 0.9425 1.8682 5.0899
Ge 2.1184 3.3107 4.4828
C 3.9484 2.8492 5.0030
C 4.2527 1.6405 5.6303
C 5.5579 1.3266 5.9923
C 6.5844 2.2261 5.7403
C 6.3017 3.4382 5.1225
C 4.9978 3.7415 4.7530
C 1.5652 4.7775 5.6927
C 0.2077 5.0569 5.8819
C -0.2127 6.0843 6.7195
C 0.7250 6.8644 7.3848
C 2.0784 6.6063 7.2083
C 2.4903 5.5736 6.3730
C 2.1320 4.0963 2.7106
C 3.2420 3.9794 1.8753
C 3.2982 4.6843 0.6770
C 2.2277 5.4725 0.2821
C 1.1074 5.5799 1.0978
C 1.0693 4.9090 2.3127
H 2.0818 0.1605 4.3701
H 0.5045 -0.2500 5.0145
H 1.2005 1.7775 6.1476
H -0.0878 2.2277 5.0413
H 3.4651 0.9246 5.8402
H 5.7740 0.3748 6.4616
H 7.6021 1.9826 6.0193
H 7.1001 4.1412 4.9160
H 4.7957 4.6813 4.2482
H -0.5439 4.4599 5.3707
H -1.2708 6.2748 6.8542
H 0.4015 7.6654 8.0389
H 2.8156 7.2120 7.7233
H 3.5525 5.3788 6.2593
H 4.0597 3.3200 2.1400
H 4.1698 4.5967 0.0382
H 2.2589 5.9859 -0.6724
H 0.2622 6.1806 0.7818
H 0.2110 5.0277 2.9635
F -1.7272 3.4009 -9.1406
C -2.2472 2.1858 -8.8465
F -3.5863 2.2887 -9.0706
F -1.7639 1.3130 -9.7518
C -1.9551 1.7752 -7.4454
C -1.3225 0.5738 -7.1633
C -1.0844 0.2098 -5.8465
C -1.4713 1.0473 -4.7942
C -2.1057 2.2595 -5.0987
C -2.3433 2.6202 -6.4114
C -1.1875 0.6760 -3.4399
C -0.9571 0.3577 -2.2927
H -1.0102 -0.0742 -7.9722
H -0.5826 -0.7214 -5.6105
H -2.3922 2.9155 -4.2873
H -2.8253 3.5634 -6.6448
```

The calculation puts the highest occupied orbital energy at -2.4 eV. Its total charge is -2. Its multiplicity is 1. For the LUMO energy, the calculation gives 0.118 Ha. The calculation puts the calculated total energy at -7042.1491 Ha.

Here are the Mulliken charges for atoms 1 to 8, given in e: Tl 1.244; S -0.342; C 1.041; S -0.462; C 0.053; C -0.059; N -0.681; C 0.037



# 2
C3H4O2 in the gas phase in a non-equilibrium geometry, computed with ωB97M-V/def2-TZVPD.

The geometry in XYZ format:
```
9
C3H4O2 ωB97M-V/def2-TZVPD
O -0.6777 0.7854 -1.7260
C -0.3885 0.2870 -0.6074
C 0.1780 -0.9659 -0.3653
O 0.6505 -0.4656 0.9401
C -0.0619 0.7482 0.7507
H 1.0928 -1.2354 -0.9153
H -0.5422 -1.7952 -0.2806
H -0.8711 0.9270 1.5194
H 0.6201 1.7147 0.6844
```

The calculation puts the highest occupied orbital energy at -10.3 eV. The SMILES is O=C1COC1. Its multiplicity is 1. For the LUMO energy, the calculation gives 0.019 Ha. The calculation puts the calculated total energy at -267.1091 Ha.

Here are the Mulliken charges for atoms 1 to 8, given in e: O -0.583; C 0.426; C -0.112; O -0.370; C -0.206; H 0.217; H 0.194; H 0.232



# 3
4 unconnected molecules or ions with the total composition C18H38N4O4, computed with ωB97M-V/def2-TZVPD.

The geometry in XYZ format:
```
64
C18H38N4O4 ωB97M-V/def2-TZVPD
C -2.8985 0.7522 0.9011
C -2.2389 -0.1282 -0.1741
C -2.1933 -1.6245 0.1719
C -3.3700 -2.4941 -0.3115
C -3.3403 -3.8547 0.4115
C -4.7330 -1.8247 -0.2142
C -5.8768 -2.3563 -1.0898
C -7.0378 -1.4778 -0.5974
N -6.8128 -1.3781 0.8615
C -5.4649 -1.7932 1.1160
O -5.0739 -2.1003 2.2082
H -3.9851 0.8148 0.7852
H -2.7123 0.3461 1.9002
H -2.5194 1.7787 0.8659
H -1.2164 0.2132 -0.3414
H -2.7790 -0.0007 -1.1215
H -2.0729 -1.7387 1.2557
H -1.2877 -2.0371 -0.2824
H -3.1804 -2.7159 -1.3705
H -3.1271 -3.7298 1.4751
H -4.2873 -4.3944 0.3241
H -2.5524 -4.4852 -0.0136
H -4.6983 -0.7562 -0.4768
H -5.6893 -2.1900 -2.1517
H -6.1107 -3.3998 -0.8637
H -8.0107 -1.9205 -0.8218
H -7.0055 -0.4869 -1.0695
H -6.9315 -0.4446 1.2377
C 1.2605 1.6320 3.6951
N 0.8048 0.5962 2.7903
C 1.2492 0.3268 1.5376
C 2.3653 1.1879 1.0014
O 0.7376 -0.5778 0.8896
H 1.6431 1.1964 4.6198
H 0.4437 2.3105 3.9462
H 2.0528 2.2110 3.2317
H 0.0582 -0.0097 3.0942
H 2.5979 0.8619 -0.0081
H 2.0788 2.2367 0.9691
H 3.2578 1.0941 1.6210
C 7.1287 4.8525 1.1226
N 5.7017 4.6247 1.2340
C 4.8551 4.1167 0.3013
C 5.4425 3.7278 -1.0358
O 3.6667 3.9812 0.5430
H 7.6720 4.2784 1.8747
H 7.3633 5.9091 1.2599
H 7.4811 4.5497 0.1424
H 5.2481 4.8684 2.1003
H 4.6387 3.3453 -1.6569
H 5.8945 4.5883 -1.5300
H 6.2034 2.9551 -0.9190
C 3.4628 -1.2338 -1.9707
N 2.0393 -1.4552 -1.8561
C 1.2007 -1.9820 -2.7859
C 1.8050 -2.3948 -4.1122
O 0.0097 -2.1169 -2.5612
H 4.0049 -1.7928 -1.2046
H 3.7034 -0.1744 -1.8499
H 3.8219 -1.5531 -2.9437
H 1.5850 -1.1965 -0.9861
H 1.0086 -2.7914 -4.7340
H 2.2607 -1.5425 -4.6180
H 2.5656 -3.1643 -3.9742
```

The calculation puts the highest occupied orbital energy at -8.9 eV. The SMILES is CCC[C@@H](C)[C@H]1CCNC1=O.CNC(C)=O.CNC(C)=O.CNC(C)=O. Its multiplicity is 1. For the LUMO energy, the calculation gives 0.017 Ha. The calculation puts the calculated total energy at -1228.6897 Ha.

Here are the Mulliken charges for atoms 1 to 8, given in e: C -1.294; C -0.456; C -0.923; C 0.749; C -1.881; C 0.345; C -0.762; C -0.564